14
Properties=species:S:1:pos:R:3:forces:R:3 method="wB97M-V/def2-TZVPD" energy_ha=-270.390117 total_charge=0 fmax_ev_per_a=1.3 relative_energy_kj_mol=440.5
C 1.946880 -0.516375 -0.023767 0.03 -0.06 0.04
C 0.671529 0.261204 -0.167790 -0.04 -0.04 -0.25
C -0.548307 -0.337330 -0.516730 0.16 -0.06 0.27
C -1.794299 0.427451 -0.344096 -0.18 0.01 -0.22
C -0.785367 0.796307 1.642395 -0.11 -0.40 1.19
O -0.924702 0.324165 2.682633 0.15 0.45 -1.09
H 2.526304 -0.153187 0.833326 -0.08 -0.04 -0.13
H 1.746681 -1.581141 0.141397 0.02 0.16 -0.03
H 2.596290 -0.429135 -0.906977 -0.11 0.01 0.13
H 0.768000 1.331990 -0.337626 -0.04 -0.15 0.06
H -1.029245 -0.092882 -1.581571 0.02 0.04 -0.04
H -0.639027 -1.414567 -0.369111 0.02 0.16 -0.01
H -1.786472 1.473397 -0.634597 0.03 -0.14 0.07
H -2.748270 -0.089892 -0.417484 0.14 0.06 0.01

=====

14
Properties=species:S:1:pos:R:3:forces:R:3 method="wB97M-V/def2-TZVPD" energy_ha=-270.441059 total_charge=0 fmax_ev_per_a=4.4 relative_energy_kj_mol=306.7
C 0.022027 -1.160986 -1.873437 0.82 1.29 -1.13
C 0.128843 -0.548820 -0.661669 0.83 0.08 -2.36
C -0.084838 -1.035639 0.710915 -1.98 -0.05 1.81
C -0.160760 0.362009 1.537662 0.37 -1.32 1.04
O -0.478054 1.402649 0.649743 2.04 -1.28 -2.72
C 0.460158 0.935713 -0.510401 0.88 1.73 -0.94
H -0.016649 -2.271544 -2.153568 -0.23 1.80 0.97
H 0.131156 -0.438259 -2.807465 -0.21 -1.71 1.97
H 0.571334 -1.781804 1.236871 -0.22 0.84 -0.94
H -1.105339 -1.516470 0.632815 0.90 0.44 0.67
H -0.842598 0.345482 2.424957 0.27 0.01 -0.99
H 0.861002 0.556301 1.937153 -0.40 -0.23 -0.06
H 0.416248 1.628578 -1.627840 -0.15 -2.00 3.88
H 1.616702 0.942869 -0.059286 -2.90 0.41 -1.20

=====

14
Properties=species:S:1:pos:R:3:forces:R:3 method="wB97M-V/def2-TZVPD" energy_ha=-270.376233 total_charge=0 fmax_ev_per_a=0.3 relative_energy_kj_mol=476.9
O -1.637214 -0.762380 -0.296409 -0.17 0.06 0.24
C -0.666716 -0.105650 -1.016516 0.18 0.02 -0.15
C -0.112832 1.172068 -0.316557 -0.03 0.04 0.09
C 0.724475 0.554244 0.767040 -0.12 0.05 -0.03
C 1.194014 -0.695082 0.353948 -0.12 -0.15 -0.08
C 0.398496 -1.107755 -0.696511 0.26 0.01 0.09
H -1.225496 -0.365517 1.103331 0.06 -0.01 -0.26
H -0.932431 0.062138 -2.068472 0.05 -0.03 0.17
H 0.544758 1.724187 -1.000278 -0.09 -0.09 0.11
H -0.892622 1.841831 0.052964 0.11 -0.12 -0.06
H 1.077278 1.098671 1.639284 -0.10 -0.13 -0.14
H -0.750489 -0.000864 1.708188 0.12 0.07 0.04
H 1.877092 -1.320375 0.917797 -0.14 0.10 -0.09
H 0.401687 -2.095516 -1.147811 -0.01 0.18 0.08

=====

14
Properties=species:S:1:pos:R:3:forces:R:3 method="wB97M-V/def2-TZVPD" energy_ha=-270.385658 total_charge=0 fmax_ev_per_a=0.4 relative_energy_kj_mol=452.2
C -0.471121 -1.612323 0.958657 -0.09 0.23 0.15
C -0.661414 -0.419964 1.346781 0.15 -0.16 -0.28
C -0.461012 0.883644 0.944175 0.11 -0.12 0.28
O -1.519619 1.690201 0.585026 -0.20 -0.12 -0.12
H 0.101388 -1.476204 -0.174711 -0.06 0.00 0.07
H -0.617581 -2.615716 1.328618 0.03 0.15 -0.04
H 0.280251 1.481208 1.469291 -0.06 -0.12 -0.09
H -2.223948 1.118608 0.249197 0.05 0.13 0.06
C 0.732032 -0.713477 -1.249389 0.09 0.22 -0.12
C 0.618790 0.606078 -0.792319 0.12 -0.10 -0.16
H 1.703738 -1.201816 -1.211879 -0.15 0.06 0.03
H 0.087814 -1.044950 -2.061871 0.06 0.02 0.15
H -0.067866 1.281190 -1.295900 0.07 -0.11 0.09
H 1.518849 1.086606 -0.416198 -0.13 -0.08 -0.02

=====

14
Properties=species:S:1:pos:R:3:forces:R:3 method="wB97M-V/def2-TZVPD" energy_ha=-270.409369 total_charge=0 fmax_ev_per_a=2.8 relative_energy_kj_mol=389.9
C 2.659455 -0.358252 -0.280223 -0.37 1.13 -0.04
C 1.196291 -0.287575 -0.045001 -0.39 -0.29 0.01
C 0.115643 -0.606469 0.614551 1.96 1.24 -1.65
C 0.062212 0.669020 -0.249178 0.82 -0.93 -0.04
H 3.144558 -1.116509 0.255208 0.46 -1.49 0.63
H 3.148558 0.540679 0.078611 -0.27 0.58 0.39
H 3.002940 -0.350953 -1.298842 -0.40 -0.43 -0.73
H -0.181122 -1.242096 1.395503 -0.91 -0.39 0.72
H 0.313091 1.621638 0.142833 -0.41 1.09 0.85
H -0.418426 0.760219 -1.212882 -0.41 -0.50 -0.15
C -3.264645 0.117368 0.178320 0.32 1.18 0.32
O -3.143709 -0.807936 -0.538364 0.33 -2.08 -1.57
H -4.142051 0.158363 0.805405 -0.49 0.56 0.79
H -2.492791 0.902500 0.154061 -0.23 0.32 0.46

=====

14
Properties=species:S:1:pos:R:3:forces:R:3 method="wB97M-V/def2-TZVPD" energy_ha=-270.446868 total_charge=0 fmax_ev_per_a=1.0 relative_energy_kj_mol=291.5
C -2.010459 -0.168545 0.909805 -0.38 0.88 -0.06
C -1.265889 0.458567 0.195903 -0.30 -0.46 0.42
C -0.038678 0.431787 -0.596698 -0.20 -0.09 0.11
C 0.965979 1.509499 -0.150677 0.01 -0.06 0.06
C 0.450113 -1.078229 -0.412845 0.19 -0.20 -0.01
O -0.382277 -1.969328 0.323068 0.56 -0.24 -0.08
H -2.675161 -0.732425 1.518048 -0.21 0.22 0.02
H -0.273812 0.611822 -1.654894 0.01 -0.16 0.22
H 1.299142 1.328637 0.876762 -0.05 0.00 -0.12
H 0.479857 2.491459 -0.172452 0.10 -0.19 -0.01
H 1.849702 1.565871 -0.797198 -0.18 -0.19 0.07
H 0.489891 -1.556715 -1.392473 0.25 0.20 0.03
H 1.445229 -1.061584 0.042255 0.04 0.06 -0.17
H -0.302502 -1.840378 1.279581 0.16 0.23 -0.48

=====

14
Properties=species:S:1:pos:R:3:forces:R:3 method="wB97M-V/def2-TZVPD" energy_ha=-270.377684 total_charge=0 fmax_ev_per_a=0.5 relative_energy_kj_mol=473.1
C -0.935380 1.122224 -0.436730 0.25 0.13 -0.18
C 0.012091 0.084958 -0.173525 0.01 0.26 -0.19
C 0.334304 -0.942321 -1.226264 -0.01 -0.06 -0.01
O -1.299263 -0.913101 0.803446 -0.12 0.09 0.32
C 1.016235 0.297550 0.843731 0.35 0.06 0.37
C 1.871636 0.492652 1.669864 -0.35 -0.07 -0.34
H -0.798182 2.069749 0.079025 -0.03 -0.17 -0.06
H -1.324105 1.179373 -1.452345 0.07 -0.03 0.17
H -1.653782 0.190921 0.339164 0.07 -0.25 0.11
H 0.734712 -1.856650 -0.786056 -0.05 0.14 -0.05
H 1.079184 -0.519333 -1.910692 -0.10 -0.02 0.12
H -0.567543 -1.180266 -1.794825 0.12 0.05 0.08
H -1.144920 -0.822982 1.759442 -0.06 -0.09 -0.20
H 2.629412 0.671381 2.401368 -0.14 -0.04 -0.14

=====

14
Properties=species:S:1:pos:R:3:forces:R:3 method="wB97M-V/def2-TZVPD" energy_ha=-270.518064 total_charge=0 fmax_ev_per_a=0.5 relative_energy_kj_mol=104.6
C 0.592543 1.335941 0.961155 0.27 -0.15 0.09
C 0.432400 0.192040 0.305740 0.21 0.13 0.22
C 1.378663 -0.278065 -0.770530 0.05 -0.03 0.00
C -0.779990 -0.662317 0.555939 0.02 0.10 -0.08
C -1.764228 -0.362010 -0.554461 -0.12 0.27 -0.29
O -1.607989 0.538311 -1.342468 -0.27 -0.44 0.16
H -0.020828 1.622560 1.813578 -0.09 -0.03 -0.32
H 1.387881 2.013235 0.677366 0.08 0.00 0.13
H 0.886766 -0.478756 -1.729554 -0.09 0.05 0.24
H 1.837268 -1.215101 -0.435992 0.01 0.02 -0.10
H 2.187167 0.434341 -0.961853 -0.19 -0.03 0.15
H -0.583670 -1.745195 0.589588 0.01 0.24 -0.07
H -1.279452 -0.397368 1.501211 0.13 -0.07 -0.17
H -2.666536 -0.997611 -0.609722 -0.03 -0.06 0.04

=====

14
Properties=species:S:1:pos:R:3:forces:R:3 method="wB97M-V/def2-TZVPD" energy_ha=-270.367204 total_charge=0 fmax_ev_per_a=3.8 relative_energy_kj_mol=500.7
C -0.475530 -1.125538 -0.617993 -1.35 -0.86 1.17
O 0.667794 -1.380288 0.169834 0.00 -0.17 0.14
C 0.971332 -0.305220 1.070888 0.29 0.14 0.16
C 0.101093 0.864541 0.647633 0.61 0.22 0.07
C 0.023709 0.863706 -0.810640 0.52 2.17 0.09
C -1.146906 0.188134 0.242516 1.65 -0.31 -3.42
H -0.123191 -1.227112 -1.692603 -0.85 0.75 0.98
H -1.287564 -1.810911 -0.528749 -0.14 -1.44 0.37
H 2.038086 -0.078233 0.984147 -0.02 -0.15 0.00
H 0.739243 -0.616895 2.096182 0.05 0.12 -0.12
H 0.165596 1.819200 1.149286 -0.38 -0.24 0.53
H 0.883063 0.430505 -1.330213 -0.84 -0.33 0.10
H -0.548204 1.540472 -1.406298 0.32 1.11 0.07
H -2.008521 0.837640 0.026008 0.12 -1.02 -0.15

=====

14
Properties=species:S:1:pos:R:3:forces:R:3 method="wB97M-V/def2-TZVPD" energy_ha=-270.364464 total_charge=0 fmax_ev_per_a=2.6 relative_energy_kj_mol=507.8
C -0.254976 0.508716 -1.132086 -0.08 0.26 -0.10
C -0.189898 1.225836 0.246936 -0.11 0.33 0.20
C 0.733688 0.100081 0.807118 0.45 0.49 0.12
O 0.177595 -0.810216 1.732825 0.12 -0.13 -0.01
C -0.590608 -1.474508 0.744116 0.58 1.14 -1.75
C 0.500495 -0.634030 -0.502140 -0.04 0.58 0.04
H -1.249831 0.263233 -1.520071 0.15 0.10 0.06
H 0.302307 1.012099 -1.927768 -0.03 0.05 0.10
H -1.144036 1.316970 0.768401 0.11 0.03 0.01
H 0.295336 2.201449 0.219764 -0.08 -0.03 0.03
H 1.727260 0.404094 1.133938 0.07 0.16 -0.01
H -1.540500 -0.967599 0.573099 0.04 -0.50 -0.17
H -0.065440 -1.980982 -0.082938 -0.49 -2.36 1.05
H 1.298610 -1.165145 -1.061195 -0.68 -0.15 0.45